{
  "formula": "C54H48BHfN8OP2",
  "method": "the ωB97M-V functional and the def2-TZVPD basis",
  "gap_ha": 0.2774,
  "total_charge": 1,
  "de_lowest_kcal_mol": 31.7,
  "e_homo_ev": -10.50,
  "species": ["Hf", "O", "C", "N", "C", "C", "C", "C", "C", "C", "N", "C", "C", "C", "C", "C", "N", "H", "H", "H", "H", "H", "H", "H", "H", "H", "H", "C", "C", "P", "C", "C", "C", "C", "C", "C", "C", "C", "C", "C", "C", "C", "C", "P", "C", "C", "C", "C", "C", "C", "C", "C", "C", "C", "C", "C", "H", "H", "H", "H", "H", "H", "H", "H", "H", "H", "H", "H", "H", "H", "H", "H", "H", "H", "H", "H", "H", "H", "H", "H", "H", "H", "B", "N", "C", "C", "C", "N", "N", "C", "C", "C", "N", "H", "H", "H", "H", "H", "H", "H", "H", "N", "C", "C", "C", "C", "C", "C", "C", "C", "C", "H", "H", "H", "H"],
  "positions_angstrom": [[-0.24, -0.87, 0.37], [-4.41, -0.63, -1.05], [-3.40, -0.29, -0.46], [-2.19, -0.97, -0.60], [-2.45, -2.19, -1.36], [-1.90, -3.40, -0.70], [-2.16, -4.66, -1.23], [-1.65, -5.77, -0.61], [-0.89, -5.60, 0.55], [-0.67, -4.32, 1.01], [-1.15, -3.22, 0.39], [-3.55, 0.85, 0.50], [-4.84, 1.20, 0.89], [-5.00, 2.24, 1.78], [-3.87, 2.89, 2.25], [-2.64, 2.47, 1.80], [-2.48, 1.47, 0.94], [-2.09, -2.14, -2.39], [-3.52, -2.31, -1.44], [-2.78, -4.74, -2.12], [-1.83, -6.77, -1.00], [-0.47, -6.44, 1.08], [-0.07, -4.16, 1.89], [-5.68, 0.65, 0.48], [-6.00, 2.55, 2.09], [-3.94, 3.72, 2.95], [-1.72, 2.95, 2.14], [1.78, 2.79, -2.90], [2.25, 1.48, -3.52], [2.05, 0.00, -2.40], [3.82, -0.33, -2.05], [4.54, 0.72, -1.47], [5.88, 0.57, -1.14], [6.52, -0.64, -1.39], [5.81, -1.69, -1.95], [4.46, -1.54, -2.26], [1.56, -1.16, -3.74], [0.18, -1.35, -3.86], [-0.35, -2.12, -4.88], [0.49, -2.72, -5.80], [1.86, -2.51, -5.71], [2.40, -1.72, -4.70], [0.26, 2.80, -2.73], [-0.51, 1.96, -1.23], [-2.19, 2.50, -1.74], [-2.91, 3.58, -1.24], [-4.16, 3.89, -1.77], [-4.70, 3.13, -2.79], [-3.99, 2.05, -3.29], [-2.75, 1.74, -2.77], [0.17, 3.17, -0.02], [1.00, 2.68, 0.98], [1.56, 3.51, 1.94], [1.29, 4.87, 1.90], [0.49, 5.38, 0.89], [-0.05, 4.54, -0.08], [2.06, 3.60, -3.57], [2.27, 2.98, -1.94], [3.29, 1.54, -3.84], [1.64, 1.28, -4.41], [4.05, 1.67, -1.26], [6.43, 1.39, -0.70], [7.57, -0.76, -1.14], [6.31, -2.64, -2.14], [3.92, -2.38, -2.66], [-0.46, -0.86, -3.13], [-1.43, -2.25, -4.96], [0.09, -3.34, -6.59], [2.52, -2.95, -6.45], [3.47, -1.54, -4.67], [-0.22, 2.40, -3.62], [-0.09, 3.83, -2.62], [-2.52, 4.17, -0.42], [-4.71, 4.74, -1.36], [-5.67, 3.38, -3.20], [-4.42, 1.44, -4.08], [-2.20, 0.88, -3.16], [1.23, 1.63, 1.03], [2.21, 3.10, 2.71], [1.71, 5.54, 2.65], [0.28, 6.45, 0.84], [-0.65, 4.97, -0.87], [2.70, -1.32, 0.98], [2.33, -2.46, 0.00], [2.97, -3.60, -0.25], [2.25, -4.30, -1.21], [1.15, -3.50, -1.48], [1.20, -2.38, -0.74], [2.12, -1.75, 2.33], [2.63, -1.86, 3.56], [1.65, -2.39, 4.38], [0.55, -2.56, 3.54], [0.84, -2.17, 2.30], [3.88, -1.15, 1.03], [2.05, -0.34, 0.59], [3.90, -3.83, 0.25], [2.50, -5.26, -1.65], [0.36, -3.67, -2.19], [3.65, -1.57, 3.78], [1.72, -2.61, 5.44], [-0.43, -2.94, 3.78], [-2.03, 1.91, 10.01], [-1.87, 1.64, 8.90], [-1.66, 1.30, 7.51], [-1.14, 2.24, 6.63], [-0.91, 1.90, 5.31], [-1.20, 0.61, 4.86], [-1.74, -0.33, 5.75], [-1.97, 0.02, 7.07], [-0.92, 0.23, 3.50], [-0.67, -0.08, 2.35], [-0.91, 3.24, 6.98], [-0.50, 2.62, 4.62], [-1.99, -1.32, 5.39], [-2.38, -0.70, 7.76]]
}

{
  "formula": "C18H22N4O5S",
  "method": "the ωB97M-V functional and the def2-TZVPD basis",
  "gap_ha": 0.2935,
  "de_lowest_kcal_mol": 97.0,
  "e_homo_ev": -8.78,
  "species": ["C", "N", "C", "C", "C", "C", "S", "O", "O", "N", "C", "C", "O", "N", "C", "C", "C", "C", "C", "C", "C", "C", "C", "C", "C", "N", "O", "O", "H", "H", "H", "H", "H", "H", "H", "H", "H", "H", "H", "H", "H", "H", "H", "H", "H", "H", "H", "H", "H", "H"],
  "positions_angstrom": [[0.94, -2.69, -6.22], [0.11, -2.03, -5.24], [0.51, -1.66, -4.02], [1.83, -1.91, -3.58], [2.25, -1.54, -2.33], [1.38, -0.89, -1.46], [2.00, -0.37, 0.14], [3.24, -1.05, 0.37], [0.95, -0.47, 1.11], [2.33, 1.25, -0.20], [1.38, 2.16, 0.42], [1.63, 2.15, 1.93], [2.77, 2.16, 2.36], [0.53, 2.16, 2.70], [0.61, 1.94, 4.13], [0.20, 0.51, 4.52], [-1.33, 0.31, 4.52], [-1.90, 0.33, 3.13], [-2.54, 1.46, 2.64], [-3.01, 1.50, 1.34], [-2.85, 0.40, 0.51], [-2.23, -0.74, 1.00], [-1.75, -0.77, 2.30], [0.10, -0.61, -1.84], [-0.35, -0.97, -3.12], [-1.68, -0.62, -3.46], [-2.32, 0.06, -2.67], [-2.15, -1.00, -4.53], [0.35, -2.85, -7.12], [1.29, -3.66, -5.85], [1.81, -2.08, -6.48], [-0.85, -1.82, -5.48], [2.51, -2.42, -4.24], [3.25, -1.74, -1.99], [3.26, 1.46, 0.13], [0.37, 1.82, 0.18], [1.54, 3.16, 0.02], [-0.37, 1.98, 2.28], [1.65, 2.11, 4.42], [-0.02, 2.67, 4.64], [0.66, -0.18, 3.81], [0.58, 0.30, 5.52], [-1.54, -0.66, 4.97], [-1.80, 1.08, 5.13], [-2.68, 2.32, 3.28], [-3.51, 2.39, 0.97], [-3.21, 0.43, -0.51], [-2.11, -1.60, 0.36], [-1.26, -1.65, 2.66], [-0.59, -0.12, -1.17]]
}

{
  "formula": "C31H60N2O10PSi2",
  "method": "the ωB97M-V functional and the def2-TZVPD basis",
  "gap_ha": [0.2304, 0.1986],
  "total_charge": -1,
  "spin_multiplicity": 3,
  "s2": 2.0096,
  "e_homo_ev": [-4.38, -4.38],
  "species": ["C", "C", "Si", "O", "Si", "C", "C", "C", "P", "O", "O", "C", "C", "O", "C", "C", "C", "C", "C", "O", "O", "C", "O", "O", "H", "H", "H", "H", "H", "H", "H", "H", "H", "H", "H", "H", "H", "H", "H", "H", "H", "H", "H", "H", "H", "H", "H", "H", "C", "C", "C", "C", "C", "C", "N", "O", "C", "C", "C", "H", "H", "H", "H", "H", "H", "H", "H", "H", "H", "H", "H", "H", "H", "H", "H", "H", "H", "C", "C", "C", "C", "C", "C", "N", "O", "C", "C", "C", "H", "H", "H", "H", "H", "H", "H", "H", "H", "H", "H", "H", "H", "H", "H", "H", "H", "H"],
  "positions_angstrom": [[5.70, -0.39, 1.29], [6.13, 0.86, 1.80], [6.71, 2.67, 2.11], [6.62, 3.74, 0.73], [5.23, 3.43, -0.29], [3.56, 3.23, 0.63], [2.30, 2.70, -0.32], [1.18, 3.89, -0.37], [-0.64, 3.21, -0.57], [-0.92, 3.24, -2.13], [-0.83, 1.57, -0.04], [-0.38, 0.60, -1.06], [-1.63, -0.17, -1.85], [-1.64, 4.28, 0.37], [-2.96, 4.51, -0.25], [-3.54, 5.92, 0.44], [5.15, 4.94, -1.55], [3.80, 4.95, -2.47], [4.12, 5.57, -3.99], [5.35, 5.70, -4.50], [2.90, 5.98, -4.75], [5.70, 1.89, -1.41], [4.88, 1.28, -2.26], [7.10, 1.38, -1.32], [5.20, -1.35, 0.81], [5.80, 3.22, 3.15], [8.06, 2.80, 2.68], [3.31, 4.30, 1.11], [3.58, 2.49, 1.55], [2.65, 2.29, -1.36], [1.79, 1.78, 0.24], [1.31, 4.67, -1.23], [1.17, 4.41, 0.71], [0.41, 1.01, -1.82], [0.18, -0.27, -0.46], [-2.16, -0.83, -1.02], [-1.23, -0.96, -2.65], [-2.42, 0.57, -2.29], [-3.71, 3.67, 0.08], [-2.94, 4.72, -1.40], [-3.37, 5.96, 1.60], [-2.87, 6.78, -0.03], [-4.64, 6.16, 0.11], [6.16, 4.84, -2.18], [5.19, 5.98, -0.96], [3.32, 3.90, -2.67], [3.06, 5.73, -1.98], [2.20, 6.15, -4.03], [-3.90, -0.88, 5.61], [-4.48, -0.21, 4.34], [-4.19, -1.09, 3.09], [-2.74, -1.02, 2.61], [-2.30, 0.43, 2.42], [-2.53, 1.30, 3.68], [-3.93, 1.18, 4.21], [-4.78, 1.90, 3.35], [-1.51, 0.92, 4.78], [-2.15, 2.78, 3.34], [-6.03, -0.24, 4.57], [-3.67, -0.14, 6.39], [-4.61, -1.59, 6.07], [-3.00, -1.46, 5.41], [-4.83, -0.79, 2.26], [-4.44, -2.14, 3.30], [-2.07, -1.53, 3.32], [-2.64, -1.55, 1.66], [-1.23, 0.44, 2.15], [-2.84, 0.85, 1.56], [-1.71, 1.46, 5.71], [-0.49, 1.17, 4.47], [-1.48, -0.15, 5.00], [-2.72, 3.17, 2.48], [-1.09, 2.86, 3.07], [-2.32, 3.44, 4.20], [-6.31, 0.37, 5.44], [-6.38, -1.26, 4.76], [-6.60, 0.11, 3.70], [2.16, -5.79, -2.13], [0.87, -4.96, -1.84], [-0.09, -5.79, -0.95], [-0.83, -6.89, -1.70], [-1.51, -6.35, -2.95], [-0.54, -5.57, -3.88], [0.25, -4.53, -3.14], [-0.61, -3.46, -2.86], [0.41, -6.57, -4.58], [-1.36, -4.97, -5.06], [1.39, -3.76, -0.98], [2.63, -5.47, -3.07], [2.92, -5.65, -1.35], [1.98, -6.86, -2.18], [-0.85, -5.12, -0.50], [0.45, -6.24, -0.11], [-0.15, -7.71, -1.96], [-1.59, -7.34, -1.04], [-1.97, -7.18, -3.50], [-2.34, -5.70, -2.64], [1.17, -6.05, -5.17], [-0.14, -7.22, -5.27], [0.93, -7.25, -3.90], [-2.17, -4.31, -4.72], [-1.84, -5.76, -5.66], [-0.72, -4.39, -5.73], [2.08, -3.13, -1.56], [1.93, -4.11, -0.10], [0.58, -3.13, -0.61]]
}

{
  "formula": "C6H12O",
  "method": "the ωB97M-V functional and the def2-TZVPD basis",
  "gap_ha": 0.3848,
  "de_lowest_kcal_mol": 42.3,
  "e_homo_ev": -9.39,
  "species": ["C", "C", "C", "O", "C", "C", "C", "H", "H", "H", "H", "H", "H", "H", "H", "H", "H", "H", "H"],
  "positions_angstrom": [[1.17, 2.09, 0.42], [0.12, 1.48, 0.96], [-1.11, 1.07, 0.19], [-1.52, -0.26, 0.37], [-0.59, -1.27, -0.04], [-0.42, -1.34, -1.56], [0.76, -1.09, 0.67], [1.22, 2.30, -0.64], [2.06, 2.32, 1.01], [0.13, 1.17, 2.01], [-1.95, 1.68, 0.55], [-0.97, 1.30, -0.88], [-1.07, -2.20, 0.29], [-1.38, -1.42, -2.08], [0.15, -2.24, -1.80], [0.13, -0.49, -1.97], [1.17, -0.09, 0.46], [1.50, -1.79, 0.29], [0.62, -1.22, 1.75]]
}

{
  "formula": "C7H11Br2Cl9O2Sr2",
  "method": "the ωB97M-V functional and the def2-TZVPD basis",
  "gap_ha": 0.1564,
  "total_charge": 2,
  "e_homo_ev": -13.55,
  "species": ["Sr", "Sr", "O", "C", "C", "O", "H", "H", "H", "H", "Br", "C", "C", "Br", "H", "H", "H", "H", "C", "Cl", "Cl", "Cl", "H", "C", "Cl", "Cl", "Cl", "H", "C", "Cl", "Cl", "Cl", "H"],
  "positions_angstrom": [[0.62, 0.43, -2.85], [3.10, -2.87, -2.78], [2.02, -1.21, -1.34], [1.20, -1.36, -0.14], [0.44, -0.15, 0.37], [-0.19, 0.69, -0.57], [1.84, -1.78, 0.64], [0.47, -2.17, -0.32], [1.02, 0.47, 1.07], [-0.35, -0.58, 1.01], [-1.44, 2.21, -3.91], [-3.31, 1.74, -3.54], [-3.41, 0.80, -2.39], [-2.77, -0.97, -2.94], [-3.74, 1.38, -4.46], [-3.80, 2.69, -3.33], [-4.45, 0.64, -2.10], [-2.84, 1.07, -1.51], [-0.21, 2.61, 2.78], [-0.34, 4.36, 2.94], [-1.64, 1.80, 3.42], [1.26, 2.01, 3.55], [-0.15, 2.40, 1.72], [4.20, 1.59, 1.05], [3.34, 3.13, 0.92], [4.53, 1.19, 2.73], [5.72, 1.68, 0.15], [3.56, 0.83, 0.61], [-0.83, -4.50, 1.84], [-0.76, -6.11, 2.54], [-1.52, -3.33, 2.95], [-1.73, -4.50, 0.29], [0.18, -4.21, 1.60]]
}

{
  "formula": "C6H6N",
  "method": "the ωB97M-V functional and the def2-TZVPD basis",
  "gap_ha": 0.3083,
  "total_charge": 1,
  "de_lowest_kcal_mol": 116.9,
  "e_homo_ev": -13.66,
  "species": ["C", "C", "C", "C", "C", "C", "N", "H", "H", "H", "H", "H", "H"],
  "positions_angstrom": [[-2.46, 0.42, -1.21], [-1.95, 1.63, -1.65], [0.90, 0.56, 1.35], [1.65, -0.75, 0.93], [-0.05, -0.24, -0.99], [-1.09, 0.57, -1.31], [0.73, -0.18, 0.06], [-3.29, -0.07, -0.75], [0.01, 0.49, 1.93], [1.54, 1.39, 1.24], [2.68, -0.93, 0.77], [1.16, -1.56, 1.40], [0.18, -1.34, -1.78]]
}